(1)
Formula: C11H17Cl2HfNO2S
Source: the Open Molecules 2025 dataset
Level of theory: ωB97M-V with the def2-TZVPD basis set

The geometry in XYZ format:
```
35
C11H17Cl2HfNO2S (ωB97M-V with the def2-TZVPD basis set)
C 0.33 -1.13 -1.90
C 1.17 0.02 -2.09
C 0.34 1.17 -2.20
C 2.63 0.00 -2.39
C -1.02 0.75 -2.13
C -1.04 -0.67 -1.93
C -2.26 -1.52 -1.92
C 0.75 -2.56 -1.97
C 0.81 2.56 -2.45
C -2.21 1.62 -2.26
Hf 0.05 -0.26 0.35
Cl 4.60 1.61 0.54
Cl 2.24 -0.90 0.82
O -1.24 1.19 0.62
H 3.07 -0.96 -2.11
H 3.16 0.76 -1.81
H 2.81 0.17 -3.47
H 1.77 2.72 -1.95
H 0.08 3.28 -2.05
H 0.93 2.77 -3.53
H -2.05 2.57 -1.72
H -3.09 1.13 -1.82
H -2.44 1.87 -3.31
H -3.08 -1.02 -1.39
H -2.07 -2.46 -1.39
H -2.59 -1.75 -2.94
H 1.72 -2.71 -1.49
H 0.82 -2.88 -3.01
H 0.03 -3.20 -1.45
H -1.97 1.53 1.16
O -0.89 -1.83 0.96
H -1.54 -2.27 1.52
S 0.74 1.24 2.63
C 0.04 0.08 3.55
N -0.44 -0.74 4.27
```

Properties
- total charge = -2
- highest occupied orbital energy (Ha) = -0.04193


(2)
Formula: C15H31N5O7Y
Source: the Open Molecules 2025 dataset
Level of theory: ωB97M-V with the def2-TZVPD basis set

The geometry in XYZ format:
```
59
C15H31N5O7Y (ωB97M-V with the def2-TZVPD basis set)
O 1.89 4.48 -0.44
H 2.26 5.36 -0.62
Y 1.12 1.35 -0.17
N 1.66 -0.93 -1.06
N 1.68 1.18 -2.38
N 1.12 0.20 1.97
N 0.61 2.75 1.70
O 1.45 -2.01 -0.29
O 1.45 -1.14 2.15
O 0.40 4.12 1.66
O 0.76 2.13 -2.36
C 1.47 0.07 -3.14
C 1.58 -1.14 -2.40
C 0.58 0.80 3.04
C 0.25 2.19 2.86
C 1.49 -2.49 -3.02
H 0.73 -3.10 -2.51
H 2.46 -3.01 -2.97
H 1.21 -2.41 -4.07
C 0.95 0.19 -4.52
H 1.39 1.07 -5.00
H -0.14 0.31 -4.51
H 1.20 -0.70 -5.10
C 0.30 0.09 4.33
C -0.40 2.99 3.93
H 0.82 -0.87 4.37
H -0.78 -0.08 4.45
H 0.63 0.72 5.17
H -0.94 3.84 3.50
H 0.36 3.39 4.63
H -1.08 2.37 4.51
H 1.48 -1.52 1.18
H 0.94 4.43 0.87
C 2.98 3.50 -0.44
H 2.87 2.84 -1.31
H 3.01 2.93 0.51
H 3.95 4.01 -0.54
O 3.73 0.42 0.49
H 3.60 0.04 1.38
H 3.68 -0.34 -0.13
O -0.90 0.41 -0.26
C -1.66 -0.59 -0.05
C -3.15 -0.46 -0.10
C -3.79 -1.32 -1.21
C -4.05 -2.77 -0.81
C -2.79 -3.57 -0.50
C -1.93 -2.95 0.60
N -1.15 -1.78 0.21
H -3.56 -0.75 0.88
H -3.37 0.60 -0.28
H -4.75 -0.86 -1.48
H -3.17 -1.30 -2.11
H -4.71 -2.80 0.07
H -4.58 -3.27 -1.62
H -3.08 -4.57 -0.16
H -2.19 -3.71 -1.41
H -2.58 -2.69 1.45
H -1.21 -3.70 0.97
H -0.11 -1.92 0.06
```

Properties
- total charge = +1
- highest occupied orbital energy (alpha / beta) (Ha) = -0.36908 / -0.38185


(3)
Formula: C45H110F2N14O35S2
Source: the Open Molecules 2025 dataset
Level of theory: ωB97M-V with the def2-TZVPD basis set

The geometry in XYZ format:
```
208
C45H110F2N14O35S2 (ωB97M-V with the def2-TZVPD basis set)
N 0.27 -1.10 -0.15
S 0.13 -0.15 -1.25
O 1.21 0.72 -1.72
O -1.21 0.37 -1.29
F -0.07 -1.39 -2.32
S 0.48 0.02 1.03
O -0.79 0.58 1.50
O 1.68 0.84 0.96
F 0.92 -1.03 2.18
C -1.63 -5.80 4.86
C -2.00 -4.42 5.55
O -3.12 -3.94 5.48
N -0.85 -3.49 6.00
H -0.89 -3.36 7.00
H 0.05 -3.94 5.93
C -0.77 -2.17 5.28
H -0.93 -6.19 5.60
H -1.19 -5.53 3.90
H -2.44 -6.47 4.57
H -0.03 -1.55 5.79
H -1.78 -1.77 5.34
H -0.42 -2.36 4.27
C -5.37 -2.35 -4.08
C -5.53 -2.33 -2.57
O -4.81 -1.65 -1.82
N -6.64 -3.17 -2.01
H -6.56 -4.12 -2.35
H -6.55 -3.36 -1.02
C -8.06 -2.52 -2.27
H -5.44 -1.32 -4.42
H -6.17 -2.88 -4.60
H -4.38 -2.81 -4.21
H -8.76 -3.02 -1.61
H -8.18 -2.48 -3.35
H -8.09 -1.47 -1.99
C 0.06 2.13 7.37
C -0.34 3.25 6.43
O -1.06 4.20 6.77
N -0.10 3.08 4.91
H 0.08 4.02 4.59
H 0.76 2.55 4.83
C -1.30 2.38 4.16
H 1.12 2.17 7.60
H -0.03 1.15 6.90
H -0.53 2.19 8.29
H -1.38 1.32 4.42
H -1.29 2.55 3.09
H -2.22 2.84 4.50
C 2.23 0.61 -4.81
C 1.18 0.43 -5.94
O 0.14 -0.19 -5.80
N 1.42 1.04 -7.33
H 0.52 1.33 -7.70
H 1.89 1.93 -7.22
C 2.15 -0.02 -8.17
H 2.50 -0.35 -4.37
H 1.78 1.25 -4.05
H 3.21 0.98 -5.10
H 2.36 0.29 -9.19
H 1.46 -0.87 -8.17
H 3.05 -0.39 -7.68
C -4.00 -0.30 1.38
C -3.53 -0.71 2.78
O -2.54 -1.42 3.03
N -4.33 -0.23 3.93
H -3.91 0.05 4.80
H -4.82 0.60 3.61
C -5.53 -1.24 4.17
H -3.47 -0.83 0.59
H -3.98 0.78 1.29
H -5.02 -0.68 1.45
H -5.18 -2.20 4.53
H -6.15 -1.30 3.28
H -6.18 -0.91 4.99
C -2.46 -3.45 -0.71
C -1.58 -4.00 0.41
O -2.04 -4.82 1.20
N -0.10 -3.72 0.32
H 0.08 -2.75 0.12
H 0.34 -3.80 1.22
C 0.58 -4.77 -0.53
H -3.50 -3.78 -0.67
H -2.10 -3.87 -1.65
H -2.45 -2.36 -0.73
H 0.23 -4.65 -1.55
H 0.46 -5.78 -0.13
H 1.65 -4.54 -0.51
C 1.42 4.28 -0.80
C 1.95 4.03 0.62
O 1.28 3.61 1.57
N 3.20 4.79 0.92
H 3.73 5.00 0.10
H 3.01 5.71 1.28
C 4.21 4.09 1.88
H 2.19 4.06 -1.54
H 1.12 5.32 -0.87
H 0.53 3.67 -0.91
H 4.47 3.07 1.59
H 3.82 4.14 2.89
H 5.14 4.67 1.93
C 4.71 -1.40 2.91
C 4.80 -0.78 1.49
O 5.15 0.37 1.29
N 4.31 -1.72 0.38
H 5.11 -2.25 0.07
H 3.68 -2.41 0.75
C 3.61 -1.05 -0.80
H 5.45 -2.18 3.06
H 3.73 -1.68 3.30
H 5.08 -0.74 3.69
H 3.21 -0.04 -0.73
H 2.81 -1.74 -1.09
H 4.27 -0.94 -1.66
C 6.36 2.05 -1.62
C 5.18 2.25 -2.49
O 4.19 1.51 -2.49
N 5.19 3.46 -3.46
H 4.31 3.82 -3.79
H 5.52 4.24 -2.90
C 6.17 3.15 -4.63
H 7.18 1.56 -2.14
H 6.21 1.51 -0.68
H 6.71 3.01 -1.23
H 7.18 2.90 -4.32
H 6.21 4.13 -5.11
H 5.78 2.36 -5.26
C -2.45 3.28 0.23
C -3.96 3.52 0.62
O -4.92 2.97 0.15
N -4.21 4.55 1.68
H -4.37 4.04 2.54
H -3.26 4.88 1.78
C -5.17 5.74 1.48
H -2.48 2.41 -0.44
H -1.83 3.14 1.11
H -2.22 4.20 -0.30
H -4.66 6.61 1.89
H -6.11 5.51 1.99
H -5.17 5.94 0.40
C -1.84 -2.55 -8.04
C -2.33 -2.71 -6.65
O -3.41 -2.19 -6.29
N -1.50 -3.59 -5.72
H -1.95 -4.49 -5.70
H -0.60 -3.70 -6.17
C -1.32 -2.83 -4.39
H -2.58 -2.11 -8.71
H -1.47 -3.50 -8.42
H -1.05 -1.81 -7.94
H -0.78 -1.89 -4.51
H -0.81 -3.51 -3.71
H -2.26 -2.48 -3.96
C 3.89 0.37 9.68
C 4.24 -0.88 8.90
O 4.71 -1.85 9.45
N 4.12 -0.77 7.35
H 3.89 0.20 7.19
H 5.01 -0.91 6.88
C 3.00 -1.62 6.72
H 3.92 0.17 10.75
H 2.91 0.81 9.50
H 4.57 1.18 9.44
H 2.03 -1.40 7.16
H 3.29 -2.64 6.96
H 3.03 -1.50 5.63
C -4.05 1.21 -2.75
C -3.12 0.88 -3.92
O -2.45 -0.12 -3.87
N -3.24 1.77 -5.16
H -4.20 2.07 -5.04
H -2.54 2.48 -5.00
C -3.21 1.09 -6.54
H -4.16 2.29 -2.71
H -3.73 0.70 -1.84
H -5.01 0.72 -2.93
H -3.34 1.65 -7.47
H -3.98 0.33 -6.46
H -2.26 0.55 -6.62
O 0.05 6.40 2.44
C -1.15 5.98 2.22
O -1.71 6.28 1.17
O -1.72 5.19 3.03
H 0.23 6.93 1.67
O 4.25 1.68 4.39
C 3.26 1.60 5.28
O 3.49 1.87 6.48
O 2.08 1.37 4.84
H 3.73 1.36 3.65
O 0.13 5.06 -4.14
C -0.71 4.21 -4.63
O -1.89 4.31 -4.32
O -0.32 3.26 -5.27
H 0.93 4.64 -4.47
O 3.00 -2.52 -6.29
C 1.94 -3.28 -6.41
O 1.41 -3.35 -7.51
O 1.62 -3.93 -5.45
H 3.21 -2.76 -5.38
O 2.51 -3.97 -2.40
C 3.82 -3.73 -2.59
O 4.19 -3.46 -3.72
O 4.62 -3.82 -1.67
H 2.29 -3.80 -3.32
O 2.86 -3.95 3.96
C 2.38 -4.20 2.80
O 3.08 -4.05 1.81
O 1.20 -4.64 2.74
H 2.20 -4.32 4.54
```

Properties
- total charge = +6
- highest occupied orbital energy (Ha) = -0.59723